A molecular structure, C42H40N2O6P2Ru. Source: the Open Molecules 2025 dataset; level of theory: ωB97M-V/def2-TZVPD.

The geometry in XYZ format:
```
93
Properties=species:S:1:pos:R:3:forces:R:3
Ru 0.0395 0.1579 3.1656 0.4 -0.2 3.4
C -1.9080 -0.1272 4.3714 -0.3 -0.7 -1.4
C -2.0373 -0.4590 3.0138 -0.3 -0.8 1.0
C -2.6600 0.3841 1.9360 -0.5 0.2 -0.5
C -1.7930 1.5053 1.2991 -0.2 0.1 -0.3
C -0.5059 1.7976 2.0156 0.7 0.4 0.7
C -0.4477 2.1364 3.4141 0.2 0.7 -1.0
C -1.6622 2.4292 4.2692 0.1 -0.1 0.4
C -2.2226 1.1817 5.0026 0.0 0.9 0.5
C 2.0244 0.1042 3.1913 0.5 -0.2 -0.5
H -1.8024 -0.9563 5.0790 0.3 0.2 -0.4
H -1.9430 -1.5302 2.8038 -0.3 0.1 0.0
H -3.6132 0.8054 2.2815 0.2 0.0 0.1
H -2.9339 -0.3030 1.1269 -0.2 0.2 0.2
H -1.5019 1.1983 0.2846 -0.3 0.2 0.1
H -2.4037 2.4186 1.1968 0.2 -0.2 0.0
H 0.3406 2.1571 1.4145 -0.4 -0.2 0.1
H 0.4854 2.6199 3.7389 -0.5 -0.2 0.0
H -2.4506 2.9147 3.6749 0.3 -0.1 0.0
H -1.3005 3.1294 5.0396 -0.5 -0.2 -0.3
H -1.7924 1.1966 6.0152 -0.4 -0.1 -0.5
H -3.3050 1.2953 5.1218 -0.1 -0.1 -0.1
H 2.2802 -0.6906 3.9028 0.0 0.1 -0.3
H 2.3855 1.0511 3.6054 0.2 -0.1 -0.3
H 2.3224 -0.1140 2.1619 0.6 0.1 0.1
P -0.1597 -1.9521 -4.5646 -2.3 -0.7 0.4
P 1.7250 0.4572 -4.8671 0.0 0.2 -0.4
C -0.8565 -0.3908 -5.1227 1.4 1.6 -0.3
C 0.0227 0.5849 -5.4857 -0.6 -1.0 -0.4
C -0.7601 -3.1674 -5.8443 0.9 -0.1 -0.2
C -1.8845 -2.9207 -6.6407 -0.3 0.1 -0.1
C -2.3814 -3.9060 -7.5025 0.2 0.1 0.1
C -1.7033 -5.1201 -7.6490 0.2 0.2 0.3
C -0.5004 -5.3208 -6.9613 -0.1 0.1 0.0
C -0.0274 -4.3514 -6.0752 -0.1 0.0 0.3
C -1.1831 -2.1455 -3.0618 0.7 -0.2 -0.1
C -0.8544 -1.3013 -1.9803 -0.2 -0.1 0.1
C -1.5743 -1.3937 -0.7930 0.2 0.0 -0.1
C -2.6107 -2.3288 -0.6586 0.3 0.0 -0.4
C -2.9287 -3.1694 -1.7342 0.1 0.1 -0.2
C -2.2237 -3.0759 -2.9414 -0.1 -0.4 0.4
C 2.5394 1.0649 -6.4221 -0.2 -0.9 -0.3
C 2.4439 0.2225 -7.5502 -0.5 0.3 2.5
C 2.8163 0.6850 -8.8131 0.8 1.2 -1.6
C 3.3422 1.9815 -8.9460 0.2 0.5 0.0
C 3.5071 2.8035 -7.8230 0.5 0.0 -2.6
C 3.1096 2.3379 -6.5637 -0.6 -0.8 1.4
C 1.9042 1.9317 -3.8005 0.1 -0.2 0.6
C 3.0868 2.0531 -3.0393 -0.2 0.1 -0.4
C 3.3420 3.2315 -2.3385 -0.1 0.1 0.0
C 2.4045 4.2747 -2.3415 -0.1 -0.3 -0.2
C 1.1976 4.1149 -3.0305 0.0 -0.1 0.1
C 0.9358 2.9376 -3.7409 0.1 0.2 -0.1
H -1.9420 -0.2656 -5.0980 0.2 -0.1 -0.5
H -0.1817 1.3631 -6.2325 -0.5 0.2 0.8
H -2.3760 -1.9523 -6.5963 -0.1 -0.3 0.1
H -3.2952 -3.7229 -8.0698 0.3 0.0 0.2
H -2.0996 -5.8977 -8.3050 0.2 0.3 0.2
H 0.0598 -6.2443 -7.1170 -0.1 0.3 0.1
H 0.9087 -4.5117 -5.5437 -0.2 -0.1 0.0
H -0.0479 -0.5683 -2.0781 -0.2 -0.3 0.1
H -1.3064 -0.7434 0.0403 -0.1 -0.3 -0.3
H -3.1561 -2.4066 0.2860 0.2 0.0 -0.4
H -3.7208 -3.9129 -1.6212 0.2 0.3 -0.1
H -2.4807 -3.7259 -3.7799 0.1 0.1 0.3
H 2.0208 -0.7768 -7.4459 0.1 0.2 0.0
H 2.6736 0.0514 -9.6971 0.1 0.3 0.4
H 3.6186 2.3524 -9.9345 -0.1 -0.1 0.3
H 3.9326 3.8096 -7.9250 -0.2 -0.5 0.0
H 3.2208 2.9947 -5.7028 0.0 -0.2 0.0
H 3.8098 1.2351 -3.0288 -0.1 0.2 0.0
H 4.2796 3.3503 -1.7933 -0.3 -0.1 -0.1
H 2.6069 5.1993 -1.7941 -0.1 -0.4 -0.2
H 0.4493 4.9089 -3.0137 0.2 -0.2 0.0
H -0.0144 2.8088 -4.2586 0.2 0.2 0.1
O 0.3347 1.6434 6.1384 0.6 -1.1 -0.3
C 0.5354 0.4320 6.3599 -0.3 0.7 0.7
O 0.7135 -0.5139 5.5195 -0.6 0.7 -0.5
C 0.4792 0.0257 7.8427 -0.1 -0.4 0.5
C 0.4922 -1.3277 8.2095 0.0 0.0 0.8
C 0.4386 -1.6735 9.5856 -0.1 1.9 -0.7
C 0.3040 -0.6883 10.5745 0.2 0.2 -0.2
C 0.2512 0.6586 10.1949 0.1 -1.3 -1.8
C 0.3374 1.0133 8.8347 -0.1 -0.2 0.6
N 0.0742 1.6773 11.2003 -0.4 1.9 2.5
O -0.0773 1.2926 12.3812 0.3 0.6 -2.3
O 0.0742 2.8810 10.8708 0.0 -2.4 0.2
N 0.5396 -3.0353 10.0428 0.1 -2.8 1.4
O 0.7017 -3.9514 9.2141 -0.3 1.9 1.1
O 0.4612 -3.2374 11.2786 0.2 0.4 -2.6
H 0.5236 -2.0859 7.4280 0.2 0.1 0.3
H 0.2762 -0.9578 11.6254 -0.1 0.0 -0.3
H 0.2574 2.0624 8.5739 0.1 -0.2 -0.1
```
Positions in Å, forces in eV/Å.

## Properties
* E_LUMO (spin up / spin down): -6.73 / -11.10 eV
* HOMO-LUMO gap (spin up / spin down): 5.269 / 1.168 eV
* energy above the lowest of the compared OMol25 structures with the same formula, charge and spin: 247.7 kJ/mol
* charge: +2
* electronic energy: -80598.53671 eV
* ⟨S²⟩: 6.05
* spin multiplicity: 5

=====

A molecular structure, C11H11CoF3N4O3S5. Source: the Open Molecules 2025 dataset; level of theory: ωB97M-V/def2-TZVPD.

The geometry in XYZ format:
```
38
Properties=species:S:1:pos:R:3:forces:R:3
Co 0.2657 0.3218 -0.2584 0.8 -0.8 -0.3
F 4.8188 -3.7824 -1.1974 0.0 0.2 -0.2
C 4.1199 -3.4398 -0.0883 0.4 -0.4 0.0
F 3.0934 -4.2768 -0.0250 -0.4 0.1 0.0
F 4.9387 -3.7838 0.9428 0.0 0.2 0.1
C 3.8056 -1.9748 -0.0496 -0.2 0.1 0.2
C 4.8754 -1.1187 0.1427 -0.3 0.2 -0.1
C 4.6658 0.2533 0.1728 -0.1 -0.2 0.0
C 3.3624 0.7189 0.1049 0.5 0.3 0.1
N 2.3267 -0.0923 -0.0370 -0.1 -0.4 0.0
C 2.5076 -1.4296 -0.1912 0.5 0.0 0.0
S 1.0906 -2.2568 -0.6024 -0.9 0.3 -0.1
H 5.8682 -1.5265 0.2576 0.1 0.0 0.0
H 5.4906 0.9410 0.2532 0.0 0.1 0.1
H 3.1386 1.7763 0.1334 0.0 0.0 0.1
C -2.5686 0.7841 3.0715 -0.1 -0.1 0.0
N -1.9382 2.0539 2.8771 0.5 0.0 0.2
C -0.9934 2.6055 3.8211 0.0 0.1 0.2
C -0.4403 3.8343 3.0777 0.2 0.3 0.0
N -1.2882 3.9297 1.9027 0.2 0.2 0.3
C -2.0187 2.8070 1.7695 -1.2 0.2 -0.5
S -3.0052 2.4981 0.4715 -0.3 -0.1 -0.4
H -3.1172 0.7738 4.0192 0.0 0.0 0.0
H -1.8341 -0.0268 3.0670 0.0 0.0 0.1
H -3.2561 0.6231 2.2433 0.0 0.0 0.0
H -0.2133 1.8777 4.0637 0.0 0.0 0.0
H -1.5093 2.8839 4.7495 0.1 0.0 0.0
H 0.6070 3.7000 2.7895 -0.1 0.0 0.1
H -0.5331 4.7558 3.6620 0.1 -0.2 0.1
H -0.9024 4.2927 1.0189 -0.3 -0.1 0.4
S -3.5274 -2.1141 0.2117 -0.5 -0.3 0.0
C -2.2803 -1.1486 0.1596 0.3 0.1 0.1
N -1.3516 -0.4207 0.1754 -0.2 0.0 0.1
O -0.2001 4.1053 -0.4990 0.3 -0.2 -0.3
S 0.7245 2.9864 -0.4622 0.1 1.9 -0.7
O 2.1038 3.4128 -0.5403 0.3 -0.2 0.0
O 0.5019 2.1107 0.7281 0.1 -0.9 0.0
S 0.3293 1.7256 -2.0293 0.0 -0.4 0.3
```
Positions in Å, forces in eV/Å.

## Properties
* E_LUMO (spin up / spin down): 2.53 / 0.22 eV
* HOMO-LUMO gap (spin up / spin down): 7.420 / 5.107 eV
* energy above the lowest of the compared OMol25 structures with the same formula, charge and spin: 40.0 kJ/mol
* charge: -1
* electronic energy: -123647.97784 eV
* ⟨S²⟩: 6.03
* spin multiplicity: 5

=====

2 unconnected molecules or ions with the total composition C4H11NO. Source: the Open Molecules 2025 dataset; level of theory: ωB97M-V/def2-TZVPD.

The geometry in XYZ format:
```
17
Properties=species:S:1:pos:R:3:forces:R:3
C -0.7240 0.5382 2.7845 0.0 -0.2 -0.2
C -1.2252 -0.2797 1.6238 0.0 0.0 -0.7
O -1.9409 0.2253 0.7804 -0.1 -0.1 0.3
N -0.7998 -1.5896 1.4811 0.1 0.7 0.4
H 0.1271 1.0981 2.4067 0.2 0.1 0.0
H -0.4130 -0.0342 3.6572 -0.2 0.0 0.0
H -0.9492 -1.8890 0.5296 0.1 -0.3 0.0
H 0.1125 -1.7720 1.8739 -0.1 -0.3 0.0
H -1.4977 1.2701 2.9866 0.0 0.0 0.4
C 0.4253 0.1032 -1.6964 0.2 1.1 -0.3
C 1.4025 0.4777 -2.8363 -0.2 0.7 1.1
H -0.4192 0.7881 -1.7586 -0.4 -0.5 -0.1
H 0.1407 -0.9303 -1.8169 -0.5 -0.2 0.2
H 0.7749 0.2879 -0.6778 0.5 -0.3 -0.2
H 1.8510 -0.3881 -3.2355 0.3 -1.1 -0.8
H 2.2601 1.0542 -2.4998 -0.1 0.4 0.2
H 0.8751 1.0401 -3.6024 0.2 -0.1 -0.2
```
Positions in Å, forces in eV/Å.

## Properties
* E_LUMO: 0.82 eV
* HOMO-LUMO gap: 10.672 eV
* energy above the lowest of the compared OMol25 structures with the same formula, charge and spin: 33.1 kJ/mol
* SMILES: CC(N)=O.CC
* electronic energy: -7864.21071 eV

=====

3 unconnected molecules or ions with the total composition C4H15NO2S. Source: the Open Molecules 2025 dataset; level of theory: ωB97M-V/def2-TZVPD.

The geometry in XYZ format:
```
23
Properties=species:S:1:pos:R:3:forces:R:3
C 1.6167 -1.2287 1.9676 2.7 -0.7 5.4
C 2.4440 -0.1209 1.4557 3.0 1.8 1.5
C 1.7478 0.9188 0.6315 1.0 2.0 -2.6
S 1.2727 0.1226 -1.0370 -1.7 0.9 0.9
C 0.5381 -0.9509 3.0136 1.4 0.0 1.5
N -0.5111 -0.1376 2.4747 -0.3 1.5 -2.3
H 2.3323 -1.9736 2.5158 -1.0 1.0 -1.2
H 1.2236 -1.6810 1.1801 -2.0 -2.4 -3.4
H 3.3337 -0.5365 0.8759 -1.3 0.5 0.4
H 2.9969 0.3974 2.3253 -0.9 -0.5 -1.0
H 2.3478 1.8094 0.3155 1.0 -1.3 0.1
H 1.0347 1.6862 1.0240 -0.8 -1.8 0.1
H 2.4250 -0.2737 -1.5495 0.8 0.2 0.4
H 0.9308 -0.4340 3.9519 0.1 -0.4 -1.2
H 0.2259 -1.9382 3.4519 -0.3 0.8 -0.8
H -1.2410 -0.7328 2.1440 -0.7 -0.3 -0.1
H -0.1764 0.3500 1.5589 -0.9 -1.2 2.5
H -5.7164 1.1581 -3.1749 -0.7 -0.2 0.2
H -4.8491 -0.2058 -3.3336 -0.4 3.0 0.1
O -4.8439 0.8255 -3.3454 1.1 -2.9 -0.2
H -1.8721 1.3567 -5.8974 -0.7 0.5 1.7
H -2.7916 0.3983 -5.4452 -1.6 -2.4 -0.2
O -2.4684 1.1906 -5.1033 2.4 2.0 -1.6
```
Positions in Å, forces in eV/Å.

## Properties
* E_LUMO: 0.68 eV
* HOMO-LUMO gap: 9.630 eV
* energy above the lowest of the compared OMol25 structures with the same formula, charge and spin: 244.3 kJ/mol
* SMILES: NCCCCS.O.O
* electronic energy: -20809.34226 eV

=====

Which of these has the highest energy above the lowest of the compared OMol25 structures with the same formula, charge and spin? C42H40N2O6P2Ru

=====

Among the records above, which one has the highest energy above the lowest of the compared OMol25 structures with the same formula, charge and spin? C42H40N2O6P2Ru

=====

What is the energy above the lowest of the compared OMol25 structures with the same formula, charge and spin in the first record? 247.7 kJ/mol